(1)
{"formula": "C22H42NNdOP3S", "method": "ωB97M-V/def2-TZVPD", "s2": 3.76, "charge": 3, "max_force_ev_per_a": 3.5, "de_lowest_ev": 2.297, "lumo_energy_ev": [-10.1, -9.0], "gap_ev": [4.752, 5.850], "total_energy_ev": -80983.870, "homo_ev": [-14.8, -14.8], "multiplicity": 4, "species": ["Nd", "P", "P", "P", "H", "C", "C", "H", "C", "C", "C", "C", "C", "C", "C", "C", "C", "H", "H", "H", "H", "H", "H", "H", "H", "H", "H", "H", "H", "H", "H", "H", "H", "H", "H", "H", "H", "H", "H", "H", "H", "H", "H", "H", "H", "H", "C", "C", "C", "C", "C", "C", "O", "H", "H", "H", "H", "H", "H", "S", "C", "N", "C", "C", "C", "C", "H", "H", "H", "H", "H"], "positions_angstrom": [[-0.0484, -1.4364, 1.4658], [0.8586, 2.4767, -1.3351], [-1.1286, 1.3773, 1.8403], [1.5269, -1.3554, -1.1628], [-5.6128, -3.7249, 0.7879], [-5.0194, -4.6349, 0.9477], [-4.0525, -4.7826, 1.8729], [-4.1217, -4.3118, 2.8598], [0.4542, 3.5840, -2.7025], [0.9116, 3.4543, 0.1890], [2.5781, 1.9501, -1.5617], [-2.5692, 0.4186, 2.4798], [-1.0491, 2.7210, 3.1016], [-2.0454, 2.2605, 0.4968], [0.9697, -3.0805, -1.4220], [3.2814, -1.4648, -1.7596], [0.7517, -0.5863, -2.6403], [-5.3541, -5.5290, 0.3841], [-3.2317, -5.4868, 1.6712], [1.1983, 4.3825, -2.6693], [-0.5445, 4.0310, -2.5574], [0.5529, 3.0571, -3.6678], [1.3674, 4.4219, -0.0616], [1.5003, 2.9107, 0.9405], [-0.0863, 3.6488, 0.5951], [2.9970, 2.4932, -2.4322], [2.6567, 0.8632, -1.7157], [3.1493, 2.2049, -0.6532], [-3.2378, 1.1045, 3.0121], [-2.2249, -0.3516, 3.1887], [-3.1191, -0.0459, 1.6493], [-1.8539, 3.4557, 2.9762], [-0.0930, 3.2488, 3.0340], [-1.1246, 2.2870, 4.1024], [-2.7197, 3.0397, 0.8892], [-2.5931, 1.5284, -0.1046], [-1.3875, 2.7671, -0.2235], [1.5270, -3.5077, -2.2610], [-0.1015, -3.1216, -1.6439], [1.1741, -3.6910, -0.5332], [3.4399, -2.3535, -2.3799], [3.9567, -1.5297, -0.9020], [3.6070, -0.6030, -2.3505], [0.8788, -1.1954, -3.5438], [1.1570, 0.4094, -2.8611], [-0.3148, -0.4484, -2.4484], [-2.5275, -1.9480, -0.6766], [-3.5150, -1.4726, -1.5731], [-4.0285, -2.4114, -2.4642], [-3.4858, -3.7111, -2.4919], [-2.7377, -4.2353, -1.4562], [-2.4016, -3.3615, -0.4105], [-1.6533, -1.0380, -0.1798], [-0.1602, 1.4594, -1.2964], [-3.7782, -0.4142, -1.5798], [-4.8450, -2.1160, -3.1245], [-3.6646, -4.3870, -3.3101], [-2.4879, -5.2941, -1.5269], [-2.2723, -3.6556, 0.6406], [2.6479, -0.8335, 2.4672], [3.5360, 0.6568, 2.4057], [4.8123, 0.6850, 1.8607], [5.4673, 1.8473, 1.5281], [4.9353, 3.0590, 1.9279], [3.7025, 3.0658, 2.6083], [3.0532, 1.8656, 2.9214], [5.2706, -0.1974, 1.6576], [6.3848, 1.7574, 0.9566], [5.4814, 3.9975, 1.7719], [3.2550, 4.0157, 2.9201], [2.1504, 1.8110, 3.5326]], "atomic_forces_ev_per_a": [[-0.7, 1.0, -2.3], [0.0, 0.8, -0.2], [-1.4, 0.6, -0.1], [0.0, -0.2, -1.2], [-0.3, -0.6, 0.9], [-0.3, -0.6, 0.3], [-0.4, -0.1, -0.4], [0.7, 0.7, -0.6], [-0.2, -0.2, 0.1], [-0.3, 0.0, 0.2], [0.3, -0.4, 0.0], [0.0, -0.1, -0.1], [0.6, -0.1, 0.1], [0.2, 0.1, -0.9], [0.0, -0.1, 0.2], [0.4, 0.0, 0.6], [-0.4, 0.3, -0.2], [1.0, 0.9, -0.7], [-0.9, -0.5, 0.7], [0.0, 0.0, -0.1], [0.4, -0.3, -0.2], [-0.3, 0.2, 0.4], [0.1, -0.3, 0.1], [-0.1, 0.2, -0.2], [0.5, 0.2, -0.2], [-0.2, -0.4, 0.4], [0.1, 0.8, 0.0], [-0.2, 0.0, -0.4], [0.1, -0.3, 0.0], [-0.3, 0.1, 0.1], [0.2, 0.1, 0.3], [0.1, -0.3, -0.1], [-0.1, 0.0, 0.1], [0.1, 0.1, -0.1], [0.1, -0.5, 0.1], [-0.1, 0.0, 0.3], [-0.6, -0.2, 0.4], [-0.1, 0.0, 0.1], [0.1, 0.0, 0.1], [0.0, -0.1, -0.1], [-0.2, 0.1, 0.1], [0.0, -0.1, -0.1], [-0.2, -0.1, 0.1], [0.0, 0.0, 0.3], [0.0, -0.5, -0.1], [-0.1, -0.2, -0.1], [-0.7, -0.6, -0.8], [0.9, -1.1, 0.3], [0.0, -0.1, 0.1], [-0.4, 0.2, -0.5], [-0.2, 0.7, 0.4], [0.3, 1.6, -0.4], [1.7, -0.4, 3.0], [1.0, 0.4, 0.2], [0.1, -0.3, -0.1], [0.4, -0.2, -0.1], [-0.5, 0.1, -0.2], [-0.1, 0.3, 0.6], [0.8, -0.2, -0.4], [-0.1, -0.1, 0.0], [0.9, 0.0, 0.1], [-0.9, 0.8, -0.4], [-0.6, -0.1, 0.9], [-0.1, 0.0, -0.2], [0.0, -0.5, 0.5], [0.0, 0.5, -0.5], [-0.2, 0.0, -0.2], [0.0, -0.1, 0.3], [-0.3, -0.5, -0.2], [0.3, -0.4, 0.0], [0.2, 0.2, -0.4]]}

(2)
{"formula": "C22H42NO5S2", "method": "ωB97M-V/def2-TZVPD", "charge": -1, "max_force_ev_per_a": 1.4, "lumo_energy_ev": 2.8, "gap_ev": 8.810, "total_energy_ev": -56894.734, "homo_ev": -6.1, "species": ["C", "C", "C", "S", "O", "O", "N", "S", "O", "O", "O", "C", "C", "C", "C", "C", "C", "C", "H", "H", "H", "H", "H", "H", "H", "H", "H", "H", "H", "H", "H", "H", "C", "C", "C", "C", "C", "C", "H", "H", "H", "H", "H", "H", "H", "H", "H", "H", "H", "H", "H", "H", "C", "C", "C", "C", "C", "C", "H", "H", "H", "H", "H", "H", "H", "H", "H", "H", "H", "H", "H", "H"], "positions_angstrom": [[-4.1115, -0.1431, 0.1029], [-2.8475, -0.8388, -0.3638], [-1.5883, -0.0401, -0.0296], [-1.1497, 0.0711, 1.7230], [-1.4420, 1.4483, 2.0573], [-1.8829, -0.9059, 2.4892], [0.4421, -0.1590, 1.6997], [0.9993, -1.4078, 2.5342], [0.6982, -1.3716, 3.9373], [2.4070, -1.5246, 2.2060], [-2.8723, -2.1470, 0.1630], [-1.8970, -2.9902, -0.3820], [-1.7113, -4.1957, 0.5089], [-2.8010, -4.6795, 1.2365], [-2.6503, -5.7702, 2.0894], [-1.4081, -6.3796, 2.2184], [-0.3272, -5.9055, 1.4850], [-0.4751, -4.8129, 0.6345], [-4.9682, -0.7332, -0.2032], [-4.1450, 0.8560, -0.3180], [-4.1087, -0.0869, 1.1865], [-2.9002, -0.8913, -1.4595], [-0.7411, -0.4235, -0.5798], [-1.7598, 0.9846, -0.3361], [0.4579, -2.5386, 2.0180], [-2.1768, -3.3260, -1.3876], [-0.9221, -2.5035, -0.4676], [-3.7697, -4.2154, 1.1677], [-3.4996, -6.1054, 2.6613], [-1.3001, -7.2068, 2.9016], [0.6421, -6.3708, 1.5712], [0.3782, -4.4380, 0.0896], [-1.1233, 4.0120, -0.1913], [0.2706, 4.2084, 0.3939], [0.2823, 5.0848, 1.6432], [-0.2003, 6.5211, 1.4292], [0.5733, 7.3116, 0.3749], [2.0483, 7.4988, 0.7181], [-1.5710, 4.9539, -0.5194], [-1.0818, 3.3505, -1.0598], [-1.7804, 3.5526, 0.5490], [0.9377, 4.6231, -0.3700], [0.6776, 3.2301, 0.6594], [1.2948, 5.0967, 2.0567], [-0.3455, 4.6146, 2.4046], [-0.1400, 7.0537, 2.3846], [-1.2597, 6.5139, 1.1575], [0.1089, 8.2971, 0.2702], [0.4833, 6.8268, -0.6008], [2.1621, 8.0187, 1.6719], [2.5528, 8.0905, -0.0485], [2.5686, 6.5431, 0.7893], [1.8642, -3.6201, -3.8721], [2.8618, -3.1971, -2.7968], [2.1997, -2.7360, -1.4992], [1.3050, -1.5048, -1.6334], [1.9925, -0.2581, -2.1817], [3.1233, 0.2357, -1.2833], [1.2160, -2.7935, -4.1670], [2.3826, -3.9661, -4.7688], [1.2321, -4.4364, -3.5149], [3.5108, -2.4094, -3.1893], [3.5147, -4.0447, -2.5697], [2.9723, -2.5400, -0.7524], [1.5996, -3.5599, -1.0975], [0.9050, -1.2664, -0.6440], [0.4412, -1.7455, -2.2659], [1.2445, 0.5352, -2.2737], [2.3697, -0.4407, -3.1938], [2.7504, 0.4554, -0.2813], [3.5685, 1.1465, -1.6903], [3.9185, -0.5057, -1.1913]], "atomic_forces_ev_per_a": [[0.3, -0.3, 0.2], [-0.4, 0.3, 0.0], [-0.2, -0.3, 0.0], [0.3, 0.7, 0.4], [0.1, 0.2, -0.1], [0.0, -0.4, -0.3], [-0.7, -0.7, 0.1], [1.3, 0.6, 0.1], [-0.4, -0.2, 0.1], [-0.1, -0.1, -0.3], [0.0, 0.0, -0.2], [0.5, -0.5, 0.3], [-0.6, 0.2, 0.1], [0.3, -0.5, 0.2], [0.3, 0.5, -0.4], [-0.1, 0.1, -0.1], [-0.2, 0.1, -0.1], [-0.3, -0.3, 0.3], [-0.2, 0.0, -0.1], [-0.2, 0.2, 0.0], [0.0, 0.1, 0.2], [0.1, -0.1, -0.2], [0.1, 0.0, 0.0], [0.1, 0.2, -0.1], [-0.4, 0.2, 0.1], [-0.1, 0.1, -0.2], [0.0, 0.1, 0.0], [-0.1, 0.3, -0.1], [-0.1, -0.2, 0.1], [0.1, -0.1, 0.1], [0.1, -0.1, 0.1], [0.0, 0.0, 0.0], [0.0, 0.0, 0.0], [0.0, -0.1, 0.0], [0.0, 0.0, 0.0], [0.0, 0.0, 0.0], [0.0, 0.1, 0.1], [0.0, 0.0, -0.1], [0.0, 0.0, 0.0], [0.0, 0.0, 0.0], [0.0, 0.0, 0.0], [0.0, 0.0, 0.0], [0.0, 0.0, 0.0], [0.0, 0.0, 0.0], [0.0, 0.0, 0.0], [0.0, 0.0, 0.0], [0.0, 0.0, 0.0], [0.0, 0.0, 0.0], [0.0, 0.0, 0.0], [0.0, 0.0, 0.0], [0.0, 0.0, 0.0], [0.0, 0.0, 0.0], [0.1, 0.0, 0.0], [-0.1, -0.1, 0.0], [0.1, 0.0, 0.0], [-0.1, -0.1, -0.1], [0.1, 0.1, 0.1], [0.0, 0.1, -0.1], [0.0, 0.0, 0.0], [0.0, 0.0, 0.0], [0.0, 0.0, 0.0], [0.0, 0.0, 0.0], [0.0, 0.0, 0.0], [0.0, 0.0, 0.1], [0.1, 0.1, -0.1], [0.2, 0.0, 0.0], [0.0, 0.0, 0.0], [0.0, 0.0, 0.0], [0.0, 0.0, 0.0], [0.0, -0.1, 0.0], [0.0, 0.0, 0.0], [0.0, 0.0, 0.0]]}

(3)
{"formula": "C22H42PtSi", "method": "ωB97M-V/def2-TZVPD", "s2": 2.01, "max_force_ev_per_a": 0.4, "de_lowest_ev": 0.000, "lumo_energy_ev": [0.4, -0.7], "gap_ev": [7.580, 6.974], "total_energy_ev": -34619.597, "homo_ev": [-7.2, -7.7], "multiplicity": 3, "species": ["Pt", "C", "C", "C", "C", "C", "C", "C", "C", "C", "C", "H", "H", "H", "H", "H", "H", "H", "H", "H", "H", "H", "H", "H", "H", "H", "C", "C", "C", "C", "Si", "C", "C", "C", "C", "C", "C", "C", "C", "H", "H", "H", "H", "H", "H", "H", "H", "H", "H", "H", "H", "H", "H", "H", "H", "H", "H", "H", "H", "H", "H", "H", "H", "H", "H", "H"], "positions_angstrom": [[0.5111, 0.8073, -0.7283], [0.3654, 1.9541, -2.7711], [-0.7472, 2.2977, -1.9372], [-0.2295, 2.9673, -0.7834], [1.1984, 3.0224, -0.9102], [1.5565, 2.4070, -2.1385], [2.9313, 2.2343, -2.7030], [2.1098, 3.6617, 0.0854], [-1.0201, 3.6340, 0.2940], [-2.1933, 2.1042, -2.2608], [0.3184, 1.2557, -4.0907], [3.0516, 2.8216, -3.6169], [3.1279, 1.1915, -2.9564], [3.6962, 2.5561, -1.9989], [2.1015, 4.7499, -0.0214], [3.1368, 3.3208, -0.0334], [1.7973, 3.4277, 1.1036], [-1.0519, 4.7155, 0.1324], [-0.5804, 3.4576, 1.2762], [-2.0460, 3.2718, 0.3184], [-2.6157, 3.0068, -2.7111], [-2.7723, 1.8752, -1.3670], [-2.3353, 1.2830, -2.9617], [0.5964, 1.9380, -4.8986], [-0.6764, 0.8708, -4.3058], [1.0152, 0.4165, -4.1176], [2.3661, -0.4754, 1.9874], [0.9213, -0.8934, 2.3081], [0.9711, -2.1827, 3.1389], [0.3582, 0.2223, 3.2001], [-0.1318, -1.0339, 0.6713], [0.3456, -2.6528, -0.3080], [-0.3157, -3.9319, 0.2243], [1.8680, -2.8522, -0.2716], [-0.0167, -2.5140, -1.7963], [-2.0338, -1.0207, 1.0753], [-2.8243, -1.4765, -0.1588], [-2.4413, -1.9097, 2.2576], [-2.5075, 0.4112, 1.3641], [2.9276, -0.3655, 2.9233], [2.3901, 0.4875, 1.4683], [2.8961, -1.1974, 1.3682], [1.5166, -1.9987, 4.0726], [1.4899, -2.9879, 2.6188], [-0.0227, -2.5444, 3.4074], [1.0428, 0.3948, 4.0389], [-0.6142, -0.0282, 3.6233], [0.2625, 1.1635, 2.6510], [-0.1069, -4.1013, 1.2809], [0.0640, -4.7998, -0.3285], [-1.3989, -3.9196, 0.0958], [2.2359, -3.1064, 0.7217], [2.3987, -1.9589, -0.6146], [2.1399, -3.6774, -0.9404], [-1.0821, -2.3822, -1.9710], [0.2972, -3.4192, -2.3303], [0.5006, -1.6623, -2.2472], [-2.6896, -2.5361, -0.3756], [-2.5420, -0.9058, -1.0482], [-3.8946, -1.3142, 0.0164], [-2.1323, -2.9473, 2.1274], [-3.5327, -1.9028, 2.3653], [-2.0246, -1.5539, 3.2004], [-2.2747, 1.0652, 0.5233], [-2.0569, 0.8463, 2.2534], [-3.5949, 0.4131, 1.5090]], "atomic_forces_ev_per_a": [[0.3, -0.2, 0.0], [0.1, 0.0, 0.0], [-0.1, 0.1, 0.1], [-0.1, 0.1, 0.0], [0.0, 0.1, 0.0], [0.0, -0.1, 0.0], [0.0, 0.0, 0.0], [0.0, 0.0, 0.0], [0.0, 0.0, 0.0], [0.0, 0.0, 0.0], [0.0, 0.0, 0.0], [0.0, 0.0, 0.0], [0.0, 0.0, 0.0], [0.0, 0.0, 0.0], [0.0, 0.0, 0.0], [0.0, 0.0, 0.0], [0.0, 0.0, 0.0], [0.0, 0.0, 0.0], [0.0, 0.0, 0.0], [0.0, 0.0, 0.0], [0.0, 0.0, 0.0], [0.0, 0.0, 0.0], [0.0, 0.0, 0.0], [0.0, 0.0, 0.0], [0.0, 0.0, 0.0], [0.0, 0.0, 0.0], [0.0, 0.0, 0.0], [0.0, 0.0, 0.0], [0.0, 0.0, 0.0], [0.0, 0.0, 0.0], [-0.1, 0.2, 0.0], [0.0, 0.0, 0.0], [0.0, 0.0, 0.0], [0.0, 0.0, 0.0], [0.0, 0.0, 0.0], [0.0, 0.0, 0.0], [0.0, 0.0, 0.0], [0.0, 0.0, 0.0], [0.0, 0.0, 0.0], [0.0, 0.0, 0.0], [0.0, 0.0, 0.0], [0.0, 0.0, 0.1], [0.0, 0.0, 0.0], [0.0, 0.0, 0.0], [0.0, 0.0, 0.0], [0.0, 0.0, 0.0], [0.0, 0.0, 0.0], [0.0, 0.0, 0.0], [0.0, 0.0, 0.1], [0.0, 0.0, 0.0], [0.1, 0.0, 0.0], [0.0, 0.0, 0.0], [0.0, 0.0, 0.0], [0.0, 0.0, 0.0], [-0.1, 0.0, 0.0], [0.0, 0.0, 0.0], [0.0, 0.0, 0.0], [0.0, 0.1, 0.0], [0.0, 0.0, 0.0], [0.0, 0.0, 0.0], [0.0, 0.0, 0.0], [0.0, 0.0, 0.0], [0.0, 0.0, 0.0], [0.0, 0.0, 0.0], [0.1, 0.0, 0.0], [0.0, 0.0, 0.0]]}